{"formula": "C21H60O9", "method": "ωB97M-V/def2-TZVPD", "elements": ["C", "C", "O", "H", "H", "H", "H", "H", "H", "C", "C", "O", "H", "H", "H", "H", "H", "H", "C", "C", "O", "H", "H", "H", "H", "H", "H", "C", "C", "O", "H", "H", "H", "H", "H", "H", "C", "C", "O", "H", "H", "H", "H", "H", "H", "C", "C", "O", "H", "H", "H", "H", "H", "H", "C", "C", "C", "O", "H", "H", "H", "H", "H", "H", "H", "H", "C", "C", "C", "O", "H", "H", "H", "H", "H", "H", "H", "H", "C", "C", "C", "O", "H", "H", "H", "H", "H", "H", "H", "H"], "xyz": [[1.121, 3.452, 2.581], [2.380, 3.881, 3.325], [3.578, 3.819, 2.503], [0.192, 3.705, 3.093], [0.918, 2.408, 2.343], [1.026, 4.030, 1.661], [2.477, 3.177, 4.151], [2.238, 4.874, 3.753], [3.661, 2.940, 2.127], [1.237, 0.522, -4.994], [1.093, -0.972, -5.354], [0.223, -1.160, -6.446], [0.417, 0.859, -4.359], [1.273, 1.156, -5.879], [2.146, 0.730, -4.430], [0.797, -1.615, -4.525], [2.083, -1.350, -5.607], [0.857, -1.112, -7.165], [5.868, 1.811, 1.091], [4.759, 0.907, 0.784], [3.532, 1.438, 1.213], [5.995, 2.539, 0.290], [6.766, 1.235, 1.316], [5.678, 2.243, 2.073], [4.893, -0.038, 1.312], [4.637, 0.681, -0.275], [2.828, 0.973, 0.754], [-2.375, 1.715, -4.569], [-3.599, 1.888, -3.678], [-4.541, 0.917, -4.099], [-1.586, 2.424, -4.316], [-2.632, 2.025, -5.582], [-1.915, 0.728, -4.534], [-3.987, 2.860, -3.984], [-3.359, 1.879, -2.615], [-5.005, 1.228, -4.879], [-0.591, 0.498, 5.109], [-1.626, 0.031, 6.196], [-2.723, -0.475, 5.471], [0.262, 0.850, 5.690], [-1.112, 1.284, 4.563], [-0.265, -0.253, 4.390], [-1.944, 0.826, 6.871], [-1.166, -0.788, 6.748], [-2.229, -0.990, 4.830], [2.520, -3.804, 3.001], [2.133, -2.588, 2.296], [2.224, -2.662, 0.900], [3.564, -4.041, 2.796], [1.992, -4.683, 2.633], [2.229, -3.785, 4.051], [2.822, -1.771, 2.508], [1.141, -2.183, 2.497], [3.120, -2.741, 0.564], [-0.350, 0.022, 0.857], [0.459, -0.016, -0.442], [0.284, 1.186, -1.335], [1.793, 0.015, -0.008], [-1.394, 0.003, 0.545], [-0.343, 0.977, 1.381], [-0.440, -0.822, 1.541], [0.209, -0.971, -0.906], [0.046, 2.056, -0.723], [-0.639, 0.993, -1.882], [1.123, 1.400, -1.996], [1.970, -0.802, 0.464], [0.153, -4.093, -1.729], [0.309, -5.229, -0.825], [1.641, -6.000, -0.970], [0.055, -4.867, 0.540], [-0.637, -3.435, -1.367], [-0.131, -4.322, -2.756], [1.053, -3.501, -1.894], [-0.414, -6.032, -0.968], [2.494, -5.434, -0.595], [2.017, -6.274, -1.956], [1.518, -6.929, -0.413], [0.792, -4.293, 0.762], [-5.192, 3.535, -0.914], [-5.816, 2.275, -0.173], [-5.090, 0.913, -0.253], [-6.060, 2.628, 1.119], [-5.153, 3.378, -1.992], [-4.176, 3.685, -0.551], [-5.807, 4.404, -0.679], [-6.680, 2.021, -0.786], [-4.104, 1.038, 0.195], [-4.863, 0.453, -1.214], [-5.777, 0.331, 0.362], [-6.875, 2.185, 1.368]], "forces_ev_per_a": [[-1.06, 0.75, -0.63], [0.44, -1.65, -0.70], [-1.08, 1.60, 1.31], [0.08, 0.36, 0.66], [1.03, -0.18, 0.01], [0.22, -0.10, -0.30], [0.28, 0.06, 0.39], [0.36, 0.11, -0.34], [-0.42, -0.71, -0.34], [-0.17, -0.34, 0.53], [0.95, 0.65, 0.77], [0.14, -0.17, -0.42], [-0.11, 0.02, -0.17], [-0.09, -0.18, -0.17], [0.13, -0.24, 0.06], [-0.38, 0.35, 0.15], [0.21, -0.06, -0.13], [-0.60, -0.05, -0.60], [0.89, 0.38, 0.67], [-1.07, -1.61, -0.29], [0.29, 1.16, 0.86], [0.31, 0.26, 0.42], [0.31, 0.01, -0.70], [-0.16, 0.64, -0.18], [0.20, -0.36, -0.10], [0.46, -0.13, -0.19], [-0.68, -0.05, -0.29], [0.75, 0.67, 0.33], [0.69, 0.39, -2.11], [-0.66, -0.66, 1.02], [0.13, 0.12, 0.37], [-0.13, -0.54, -0.21], [-0.35, -0.07, -0.14], [-0.13, 0.40, 0.72], [-0.41, -0.43, -0.06], [0.15, 0.10, 0.05], [-0.82, 0.70, 1.81], [1.35, -0.40, -1.50], [-0.45, -0.23, 0.16], [0.31, 0.36, -0.55], [0.47, 0.25, -0.09], [-0.14, -0.34, 0.30], [0.06, 0.02, -0.19], [0.01, 0.06, 0.54], [-0.77, -0.42, -0.51], [-0.27, -1.94, 0.34], [0.56, 2.33, -0.41], [-1.99, -0.54, -1.35], [0.18, 0.20, 0.50], [-0.27, 0.00, -0.30], [0.53, 0.28, 0.29], [0.15, 0.21, 0.97], [-0.15, -0.42, 0.23], [1.24, -0.16, -0.05], [-2.83, 0.71, -0.83], [0.50, -0.15, 2.05], [-1.42, -0.10, 0.27], [1.03, -0.11, -0.72], [-0.62, 0.15, -0.38], [0.75, -0.08, 0.16], [1.28, -0.20, -0.10], [0.29, -0.01, -0.52], [0.36, 0.20, 0.06], [0.04, 0.21, -0.57], [-0.10, -0.30, 0.12], [0.25, -0.88, 0.07], [-0.45, 1.73, -1.53], [0.44, -2.36, 0.64], [0.35, 0.20, 0.50], [0.42, -0.16, -0.44], [0.02, 0.12, 0.11], [-0.15, -0.62, -0.05], [0.23, 0.07, 0.59], [-0.57, 0.38, -0.48], [-0.10, 0.15, 0.52], [-0.79, 0.11, -0.47], [0.33, 0.00, 0.19], [0.30, 0.50, 0.33], [-0.09, -1.55, 0.84], [1.18, 0.27, -4.24], [0.77, 1.14, 0.71], [-0.80, 0.25, 1.50], [-0.08, -0.02, 0.09], [0.06, 0.21, 0.02], [0.07, -0.03, -0.03], [-0.99, 0.55, 0.40], [-0.02, -0.32, 0.59], [-0.75, 0.27, -0.26], [0.60, -0.78, -0.05], [0.01, 0.04, 0.46]], "lowdin_spin": [0.00, 0.00, 0.00, 0.00, 0.00, 0.00, 0.00, 0.00, 0.00, 0.01, 0.02, 0.01, 0.00, 0.00, 0.01, 0.00, 0.01, 0.00, 0.01, 0.06, 0.01, 0.00, 0.01, 0.00, 0.04, 0.02, 0.00, 0.00, 0.00, 0.00, 0.00, 0.00, 0.00, 0.00, 0.00, 0.00, 0.00, 0.00, 0.00, 0.00, 0.00, 0.00, 0.00, 0.00, 0.00, 0.07, 0.06, 0.17, 0.04, 0.00, 0.01, 0.02, 0.00, 0.11, 0.01, 0.01, 0.01, 0.03, 0.00, 0.00, 0.00, 0.00, 0.00, 0.00, 0.00, 0.01, 0.03, 0.01, 0.05, 0.01, 0.00, 0.00, 0.02, 0.00, 0.03, 0.01, 0.00, 0.01, 0.00, 0.00, 0.00, 0.00, 0.00, 0.00, 0.00, 0.00, 0.00, 0.00, 0.00, 0.00], "total_charge": -1, "e_homo_ev": [0.43, -7.08], "de_lowest_kcal_mol": 68.27, "lumo_ev": [2.15, 2.13], "gap_ev": [1.72, 9.21], "s2": 0.75, "multiplicity": 2}